Record 1
DFT (wB97M-V/def2-TZVPD) results for C29H17Co2NO8S as an isolated structure in a non-equilibrium geometry.

Output
energy above the lowest of the compared OMol25 structures with the same formula, charge and spin	0.000	eV
E_LUMO	0.1645	Ha
gap between HOMO and LUMO	6.03	eV

```
! wB97M-V def2-TZVPD RIJCOSX def2/J DEFGRID3
* xyz -2 1
C 2.05 -4.93 1.59
C 2.96 -3.88 1.77
C 2.52 -2.65 2.26
C 1.14 -2.45 2.54
C 0.67 -1.16 2.92
C 1.57 -0.12 3.15
N 2.30 0.79 3.38
S -1.08 -0.86 3.12
C -1.13 0.79 3.81
C -0.98 0.94 5.19
C -1.07 2.21 5.76
C -1.35 3.32 4.95
C -1.53 3.16 3.57
C -1.44 1.89 3.00
O -1.72 -0.78 1.82
O -1.62 -1.75 4.12
C 0.25 -3.55 2.40
C 0.69 -4.77 1.91
H 2.40 -5.88 1.20
H 4.02 -4.01 1.54
H 3.21 -1.82 2.41
H -0.79 0.06 5.80
H -0.94 2.32 6.84
H -1.43 4.31 5.39
H -1.75 4.02 2.93
H -1.60 1.73 1.93
H -0.79 -3.43 2.70
H -0.01 -5.59 1.77
O -0.97 -0.49 -6.43
C -1.01 -0.63 -5.28
Co -1.15 -0.85 -3.55
C -2.57 0.01 -2.98
O -3.44 0.68 -2.61
C -1.38 -2.55 -3.14
O -1.62 -3.65 -2.87
C 0.24 0.54 -2.91
C -0.18 1.91 -3.11
C -0.55 2.47 -4.37
C -1.26 3.68 -4.40
C -1.53 4.37 -3.22
C -1.07 3.88 -2.00
C -0.33 2.70 -1.96
C 0.61 -0.12 -1.68
C 0.07 -0.27 -0.46
Co 1.65 -0.55 -3.03
C 2.09 -0.36 -4.76
O 2.52 -0.30 -5.83
C 1.70 -2.37 -2.82
O 1.96 -3.50 -2.76
C 3.12 -0.08 -2.15
O 4.08 0.23 -1.56
H -0.30 1.94 -5.29
H -1.61 4.07 -5.35
H -2.09 5.30 -3.25
H -1.26 4.40 -1.06
H 0.08 2.32 -1.01
H 0.57 -0.90 0.28
H -0.90 0.17 -0.22
*
```

Record 2
DFT (wB97M-V/def2-TZVPD) results for C29H18AuN8OSe as an isolated structure.

Output
energy above the lowest of the compared OMol25 structures with the same formula, charge and spin	0.000	eV
E_LUMO	0.0579	Ha
gap between HOMO and LUMO	6.25	eV

```
! wB97M-V def2-TZVPD RIJCOSX def2/J DEFGRID3
* xyz -1 1
Au 0.53 -1.11 -0.36
Se -7.17 -1.94 2.24
N -5.91 -0.75 2.68
C -4.84 -1.08 2.02
C -3.58 -0.36 2.12
C -3.43 0.79 2.89
C -2.20 1.41 2.94
C -1.15 0.85 2.21
N -1.28 -0.23 1.45
C -2.47 -0.81 1.39
C -2.60 -1.95 0.45
N -1.55 -2.24 -0.32
C -1.65 -3.22 -1.21
C -2.81 -3.98 -1.36
C -3.90 -3.69 -0.57
C -3.80 -2.66 0.35
C -4.94 -2.24 1.15
N -6.09 -2.84 1.14
H -4.28 1.19 3.42
H -2.04 2.31 3.50
H -0.16 1.30 2.23
H -0.78 -3.40 -1.82
H -2.84 -4.76 -2.10
H -4.83 -4.23 -0.67
N -1.34 2.11 -0.86
C -1.93 0.93 -1.46
O -1.22 0.12 -2.07
C -3.33 0.80 -1.29
C -4.09 1.71 -0.52
N -4.75 2.40 0.14
C -4.02 -0.28 -1.89
N -4.57 -1.17 -2.37
H -0.68 1.77 -0.17
H -0.73 2.50 -1.58
N 2.54 -1.16 -0.06
C 3.27 -0.15 -0.27
C 2.81 1.16 -0.86
C 2.10 1.17 -2.06
C 1.67 2.37 -2.61
C 1.92 3.57 -1.96
C 2.61 3.56 -0.75
C 3.07 2.36 -0.22
C 4.74 -0.23 0.08
C 5.15 -1.11 1.07
C 6.49 -1.24 1.41
C 7.44 -0.47 0.75
C 7.05 0.41 -0.24
C 5.70 0.53 -0.57
H 1.87 0.23 -2.55
H 1.13 2.36 -3.55
H 1.57 4.50 -2.38
H 2.80 4.49 -0.23
H 3.63 2.37 0.70
H 4.39 -1.71 1.56
H 6.78 -1.93 2.19
H 8.49 -0.57 1.01
H 7.79 1.00 -0.77
H 5.41 1.23 -1.35
*
```

Record 3
DFT (wB97M-V/def2-TZVPD) results for C29H19AsCuF3N3O3S4 as an isolated structure.

Output
expectation value of S²	0.759
E_LUMO (spin up / spin down)	0.0998 / 0.0998	Ha
gap between HOMO and LUMO (spin up / spin down)	4.09 / 4.08	eV

```
! wB97M-V def2-TZVPD RIJCOSX def2/J DEFGRID3
* xyz -2 2
Cu -0.14 0.51 0.62
O -5.13 -3.99 -2.00
N -5.55 -2.86 -1.86
O -6.71 -2.54 -2.08
C -4.62 -1.83 -1.36
C -5.20 -0.68 -0.93
C -4.42 0.37 -0.36
C -4.97 1.59 0.06
C -4.14 2.54 0.59
C -2.77 2.25 0.72
N -2.25 1.09 0.36
C -3.05 0.18 -0.21
C -2.42 -1.02 -0.73
N -1.08 -1.06 -0.65
C -0.45 -2.08 -1.16
C -1.11 -3.13 -1.80
C -2.48 -3.12 -1.88
C -3.19 -2.04 -1.32
H -6.27 -0.57 -1.02
H -6.03 1.77 -0.04
H -4.51 3.51 0.90
H -2.07 2.97 1.13
H 0.63 -2.05 -1.09
H -0.54 -3.93 -2.26
H -2.99 -3.92 -2.38
S -1.24 0.92 -7.49
As -0.64 -0.71 -6.29
S -0.91 -0.24 -4.05
S 0.93 0.31 -3.31
S -1.66 -2.55 -6.50
F 3.83 -2.76 8.58
C 4.43 -2.92 7.38
F 5.67 -2.39 7.50
F 4.62 -4.25 7.23
C 3.66 -2.31 6.26
C 4.26 -2.16 5.02
C 3.55 -1.63 3.96
C 2.21 -1.23 4.10
C 1.63 -1.39 5.37
C 2.33 -1.92 6.43
C 1.49 -0.68 3.02
C 0.85 -0.21 2.08
H 5.29 -2.46 4.88
H 4.02 -1.51 2.99
H 0.60 -1.09 5.50
H 1.86 -2.03 7.39
C 2.22 3.20 0.24
C 1.35 2.66 -0.88
O 0.21 2.18 -0.56
C 1.79 2.70 -2.20
C 0.85 2.20 -3.27
C 1.16 2.75 -4.62
C 2.37 3.26 -4.90
C 3.40 3.41 -3.89
C 3.07 3.18 -2.60
H 1.70 3.02 1.19
H 2.40 4.27 0.13
H 3.18 2.69 0.28
H -0.18 2.37 -2.97
H 0.40 2.67 -5.38
H 2.58 3.59 -5.91
H 4.38 3.76 -4.17
H 3.81 3.37 -1.82
*
```

Record 4
DFT (wB97M-V/def2-TZVPD) results for C29H19ErF5N7S4 as an isolated structure.

Output
expectation value of S²	3.753
E_LUMO (spin up / spin down)	-0.0407 / -0.0406	Ha
gap between HOMO and LUMO (spin up / spin down)	6.49 / 6.50	eV

```
! wB97M-V def2-TZVPD RIJCOSX def2/J DEFGRID3
* xyz 0 4
Er 0.00 0.22 0.57
S 2.64 0.29 0.34
C 2.89 1.89 -0.37
C 4.04 2.09 -1.14
C 4.31 3.32 -1.72
C 5.50 3.46 -2.52
N 6.44 3.55 -3.16
C 3.42 4.38 -1.54
C 2.28 4.19 -0.77
C 2.00 2.96 -0.18
S 0.55 2.82 0.81
C 3.65 5.67 -2.14
N 3.84 6.70 -2.61
H 4.73 1.27 -1.28
H 1.60 5.02 -0.62
N -2.86 -3.52 0.57
C -4.19 -3.12 0.34
C -5.10 -3.99 -0.24
C -6.40 -3.59 -0.47
C -6.79 -2.29 -0.16
C -5.88 -1.41 0.39
C -4.58 -1.82 0.66
S -3.45 -0.75 1.48
N -1.98 -1.35 0.85
C -1.84 -2.59 0.57
C -0.48 -3.08 0.20
C -0.12 -4.40 0.40
C 1.15 -4.81 0.00
C 1.98 -3.90 -0.61
C 1.55 -2.58 -0.73
N 0.35 -2.17 -0.32
H -2.61 -4.41 0.16
H -4.78 -5.00 -0.49
H -7.11 -4.28 -0.90
H -7.81 -1.97 -0.35
H -6.17 -0.39 0.62
H -0.79 -5.09 0.90
H 1.47 -5.83 0.16
H 2.96 -4.17 -0.96
H 2.20 -1.82 -1.14
F 1.61 -2.18 3.30
C 0.76 -1.23 3.75
C 0.04 -0.46 2.87
C -0.79 0.47 3.44
F -1.52 1.28 2.57
C -0.96 0.68 4.80
F -1.79 1.60 5.29
C -0.22 -0.13 5.65
F -0.35 0.00 6.97
C 0.64 -1.09 5.13
F 1.33 -1.86 5.97
C -3.15 3.84 0.61
N -2.42 2.97 -0.30
C -2.88 1.95 -1.00
S -1.83 0.72 -1.58
N -4.19 1.82 -1.29
C -5.18 2.89 -1.35
H -2.40 4.32 1.24
H -3.81 3.26 1.25
H -3.71 4.61 0.09
H -1.40 2.98 -0.20
H -4.40 0.96 -1.77
H -5.49 3.23 -0.36
H -6.05 2.49 -1.86
H -4.81 3.74 -1.92
*
```

no.,total energy (a.u.)
1,-4935.6337
2,-4166.4103
3,-7275.1019
4,-4607.0294